A cluster of 2 separate species, C4H10S2 in total, computed with ωB97M-V with the def2-TZVPD basis set.

Values from the calculation:
HOMO level = -0.3402 hartree
spin multiplicity = 1
SMILES string = C=CC.CSS
Kohn-Sham gap = 0.34908 Ha
energy above the lowest of the compared OMol25 structures with the same formula, charge and spin = 1.948 eV

XYZ file:
```
16
Properties=species:S:1:pos:R:3:forces:R:3:mulliken_charge:R:1
C -2.390 -1.545 -1.372 0.843 -0.448 -0.591 -0.72
C -1.704 -1.201 -0.291 0.956 2.224 -0.339 0.00
C -1.844 0.265 0.189 0.377 -0.793 0.415 -1.12
H -2.281 -2.498 -1.875 0.042 -0.160 0.235 0.28
H -2.863 -0.786 -1.990 -0.626 -0.028 0.520 0.25
H -0.820 -1.689 0.114 -0.738 -0.886 0.163 0.35
H -2.821 0.283 0.681 -0.089 0.898 -0.534 0.35
H -1.125 0.621 0.927 -0.053 -0.759 0.337 0.33
H -1.593 0.962 -0.615 -1.079 -0.040 -0.237 0.32
C 3.040 0.482 1.368 -0.957 -1.175 -0.791 -0.88
S 1.375 0.177 0.583 1.581 1.024 -0.789 -0.05
S 1.796 1.205 -1.256 -0.398 -0.993 0.948 -0.21
H 3.757 0.045 0.686 0.297 0.377 -0.258 0.34
H 3.072 -0.201 2.213 -0.100 0.502 0.565 0.31
H 3.195 1.539 1.543 0.062 -0.120 0.296 0.30
H 1.206 2.342 -0.905 -0.117 0.377 0.059 0.15
```
Forces are in eV/Å.

---

A cluster of 2 separate species, C6H12O in total, computed with ωB97M-V with the def2-TZVPD basis set.

Values from the calculation:
HOMO level = -0.3467 hartree
spin multiplicity = 1
SMILES string = C=CCC.CC=O
Kohn-Sham gap = 0.38501 Ha
energy above the lowest of the compared OMol25 structures with the same formula, charge and spin = 1.339 eV

XYZ file:
```
19
Properties=species:S:1:pos:R:3:forces:R:3:mulliken_charge:R:1
C -0.593 1.548 1.445 -0.089 -0.126 -0.024 -0.78
C -1.373 0.501 1.187 0.067 0.143 0.058 -0.15
C -1.664 -0.038 -0.187 0.006 0.073 -0.037 -0.15
C -1.400 -1.542 -0.301 0.016 -0.078 0.009 -1.02
H -0.440 1.906 2.460 -0.037 -0.089 -0.137 0.25
H -0.082 2.077 0.643 -0.104 -0.085 0.121 0.28
H -1.861 -0.019 2.015 0.060 0.078 -0.100 0.27
H -1.068 0.512 -0.925 -0.104 -0.071 0.119 0.17
H -2.720 0.153 -0.426 0.139 -0.028 0.049 0.31
H -1.708 -1.925 -1.280 0.058 0.058 0.138 0.33
H -0.336 -1.769 -0.167 -0.172 0.031 -0.007 0.16
H -1.953 -2.099 0.465 0.067 0.083 -0.112 0.33
C 2.229 -0.319 -0.209 -0.097 0.041 0.088 -0.85
C 2.073 0.656 -1.342 -0.151 0.216 -0.042 0.16
O 1.265 1.555 -1.379 0.380 -0.417 0.010 -0.45
H 1.472 -0.143 0.560 0.129 -0.031 -0.121 0.17
H 2.151 -1.344 -0.592 0.016 0.156 0.027 0.27
H 3.232 -0.218 0.223 -0.121 0.010 -0.092 0.36
H 2.775 0.509 -2.191 -0.064 0.035 0.056 0.34
```
Forces are in eV/Å.

---

A structure of composition C21H15Cl7N4O9PRuS, computed with ωB97M-V with the def2-TZVPD basis set.

Values from the calculation:
HOMO level (alpha / beta) = -0.4303 / -0.4302 hartree
spin multiplicity = 5
<S²> = 6.03
Kohn-Sham gap (alpha / beta) = 0.28480 / 0.22278 Ha
net charge = +1
energy above the lowest of the compared OMol25 structures with the same formula, charge and spin = 0.775 eV

XYZ file:
```
59
Properties=species:S:1:pos:R:3:forces:R:3:lowdin_spin:R:1
Ru -0.069 -0.381 -0.375 2.321 -0.740 -0.229 2.83
O 3.160 0.930 2.005 -0.445 0.995 1.186 0.00
C 1.931 0.631 1.664 -0.431 0.509 1.465 0.01
O 1.764 -0.192 0.796 -0.874 -1.372 -1.736 0.03
C 0.874 1.315 2.426 0.332 0.585 -0.299 0.01
C 1.306 2.209 3.418 -0.549 -1.028 -1.249 0.00
C 0.398 2.891 4.153 -0.248 0.053 1.139 0.01
C -0.963 2.649 4.042 0.002 0.105 -1.201 0.00
C -1.408 1.870 2.973 1.573 -0.222 0.960 0.01
C -0.502 1.180 2.104 -0.184 0.201 0.801 0.01
O -1.001 0.496 1.115 -0.087 0.407 0.491 0.18
N -2.819 1.630 2.834 -0.441 2.270 -0.246 0.00
O -3.172 0.535 2.476 -0.878 -1.150 0.064 0.00
O -3.570 2.577 3.003 0.453 -0.803 0.177 0.00
N 0.962 3.833 5.155 -1.592 0.880 0.327 0.00
O 2.095 4.186 4.969 0.683 -0.079 0.117 0.00
O 0.215 4.279 6.022 0.424 -0.767 -0.696 0.00
H 2.346 2.329 3.574 0.697 0.224 0.196 0.00
H -1.660 3.130 4.694 -0.339 0.212 0.316 0.00
Cl -1.199 2.922 -2.251 -0.063 0.574 0.916 0.01
C -1.219 1.826 -3.526 0.853 -0.705 -1.589 0.01
C -0.888 2.267 -4.805 -1.726 -1.665 -0.216 0.00
C -1.032 1.379 -5.914 0.827 1.980 1.742 0.01
C -1.351 0.071 -5.760 -0.295 -0.740 0.591 0.00
C -1.639 -0.352 -4.469 0.537 -0.502 0.227 0.01
Cl -2.064 -2.013 -4.275 -0.085 -0.127 0.090 0.02
C -1.488 0.463 -3.344 -0.246 -0.020 -0.389 0.06
S -1.750 -0.209 -1.760 -0.826 -0.094 0.111 0.38
H -0.821 3.315 -4.941 0.537 0.788 -0.330 0.00
H -0.848 1.831 -6.841 0.235 0.187 -1.389 0.00
H -1.363 -0.667 -6.552 -0.186 0.279 -0.114 0.00
N 2.044 -3.714 2.299 1.210 -0.105 1.365 0.00
C 0.725 -4.176 1.967 -0.770 -0.982 -0.464 0.00
P -0.247 -2.682 1.854 -0.824 -0.011 0.142 0.02
O 0.262 -1.582 2.705 -0.377 -0.177 0.293 0.00
O -0.396 -2.411 0.347 -0.543 0.931 -0.474 0.16
C -2.065 -3.015 2.394 0.372 0.509 -0.727 0.00
N -2.888 -1.980 1.652 0.498 -0.578 -0.648 0.00
H 2.664 -4.477 2.560 -0.108 -0.195 -0.533 0.00
H 2.054 -3.155 3.166 -0.431 -0.011 -0.744 0.00
H 3.746 0.548 1.373 0.944 -0.735 -0.815 0.00
H 0.202 -4.892 2.627 0.387 0.107 0.279 0.00
H 0.704 -4.667 0.963 0.128 0.484 0.634 0.00
H -2.109 -2.806 3.462 -0.244 -0.106 -0.071 0.00
H -2.567 -3.937 2.114 0.587 -0.450 0.293 0.00
H -2.654 -2.053 0.617 -0.624 0.011 1.352 0.00
H -2.619 -1.049 1.953 0.274 0.804 0.044 0.00
H -3.889 -2.048 1.878 0.351 -0.146 -0.513 0.00
Cl 1.853 2.185 -0.826 -0.099 0.367 -0.329 0.04
C 1.904 1.004 -2.094 0.140 0.058 -0.016 0.03
C 1.342 -0.238 -1.881 -1.531 -0.140 0.229 0.03
C 1.377 -1.226 -2.855 1.184 0.243 -0.079 0.04
Cl 0.880 -2.805 -2.460 -0.325 -0.347 -0.136 0.03
C 2.010 -0.960 -4.067 -0.330 1.052 -0.371 0.00
Cl 1.998 -2.041 -5.369 -0.042 -0.779 -0.120 0.00
C 2.517 0.330 -4.316 0.445 0.447 0.548 0.03
Cl 3.272 0.692 -5.819 -0.223 0.009 0.268 0.01
C 2.507 1.311 -3.303 0.130 0.224 -0.516 -0.01
Cl 3.145 2.910 -3.549 -0.159 -0.719 -0.123 0.00
```
Forces are in eV/Å.

---

An isolated molecule of C11H10ClPS, computed with ωB97M-V with the def2-TZVPD basis set.

Values from the calculation:
HOMO level = -0.2920 hartree
spin multiplicity = 1
SMILES string = Clp1cccc1SCc1ccccc1
Kohn-Sham gap = 0.29633 Ha
energy above the lowest of the compared OMol25 structures with the same formula, charge and spin = 0.000 eV

XYZ file:
```
24
Properties=species:S:1:pos:R:3:forces:R:3:mulliken_charge:R:1
Cl 3.197 -3.987 0.477 -0.057 -0.975 0.821 -0.19
P 3.364 -2.418 -0.751 -2.837 1.681 -1.029 0.09
C 2.874 -3.159 -2.335 0.000 0.174 0.161 -0.58
C 1.623 -2.888 -2.740 0.601 -0.333 -0.203 -0.39
C 0.750 -2.142 -1.870 -0.414 0.342 0.437 0.02
C 1.270 -1.738 -0.708 2.723 -0.957 -0.102 0.01
S 0.767 -0.844 0.645 -0.308 0.307 0.007 -0.09
C -0.952 -0.294 0.201 0.550 -0.420 0.149 -0.79
C -1.169 1.054 0.801 -0.022 0.107 0.053 0.42
C -1.454 1.182 2.157 0.006 -0.015 -0.126 -0.35
C -1.615 2.432 2.725 -0.007 0.032 0.046 -0.52
C -1.493 3.570 1.944 0.019 -0.031 -0.006 -0.42
C -1.191 3.452 0.598 0.015 0.037 -0.046 -0.56
C -1.025 2.202 0.031 -0.049 -0.097 0.058 -0.35
H 3.585 -3.713 -2.926 0.055 -0.093 -0.091 0.40
H 1.240 -3.226 -3.693 0.056 -0.064 -0.157 0.36
H -0.274 -1.969 -2.171 -0.115 0.064 0.043 0.32
H -1.632 -1.043 0.607 -0.070 0.072 -0.142 0.41
H -1.010 -0.274 -0.886 -0.057 0.018 0.029 0.40
H -1.539 0.294 2.766 -0.049 -0.116 0.088 0.37
H -1.830 2.516 3.780 -0.044 0.028 0.080 0.37
H -1.629 4.546 2.378 -0.009 0.168 0.115 0.38
H -1.075 4.336 -0.013 -0.021 0.078 -0.038 0.37
H -0.782 2.110 -1.017 0.034 -0.008 -0.146 0.34
```
Forces are in eV/Å.

---

A cluster of 2 separate species, C3H4N4 in total, computed with ωB97M-V with the def2-TZVPD basis set.

Values from the calculation:
HOMO level = -0.3753 hartree
spin multiplicity = 1
Kohn-Sham gap = 0.38601 Ha
energy above the lowest of the compared OMol25 structures with the same formula, charge and spin = 4.373 eV

XYZ file:
```
11
Properties=species:S:1:pos:R:3:forces:R:3:mulliken_charge:R:1
C -1.580 -0.861 0.179 -0.310 0.092 -0.707 0.43
C -1.445 1.240 -1.091 -0.818 -1.892 -1.103 -0.55
C -1.092 0.373 -0.113 -0.197 4.063 -1.467 -0.29
N -1.959 -1.892 0.429 -1.079 -3.015 0.786 -0.37
N 2.697 -1.346 0.541 1.765 -0.862 1.090 -0.46
N 2.004 -1.367 -0.328 1.792 0.390 2.937 0.66
N 1.142 -1.020 -1.059 -2.901 0.562 -3.533 -0.42
H -2.155 1.013 -1.984 1.254 0.164 1.950 0.22
H -0.925 2.173 -1.164 0.040 0.422 0.161 0.28
H -0.459 0.750 0.651 0.845 0.332 0.442 0.26
H 0.896 -1.772 -1.679 -0.390 -0.256 -0.556 0.23
```
Forces are in eV/Å.

---

The ion C17H33N2O with charge +1, computed with ωB97M-V with the def2-TZVPD basis set.

Values from the calculation:
HOMO level = -0.4598 hartree
spin multiplicity = 1
SMILES string = CCCCCCCCn1c(C)c(CCCO)[n+](C)c1C
Kohn-Sham gap = 0.37156 Ha
net charge = +1

XYZ file:
```
53
Properties=species:S:1:pos:R:3:forces:R:3:mulliken_charge:R:1
C 6.800 -0.784 0.860 -0.161 -0.203 -0.137 -1.10
C 5.709 -1.034 -0.197 0.403 0.110 -0.124 -0.51
C 5.198 0.238 -0.901 -0.557 -0.304 0.198 -0.75
C 3.767 0.664 -0.494 0.188 0.108 -0.328 -0.80
C 2.697 0.456 -1.587 -0.281 -0.092 0.280 -0.80
C 1.801 1.683 -1.773 0.081 -0.118 0.648 -1.08
C 0.862 1.890 -0.556 -0.024 -0.159 -0.165 -0.25
C -0.639 1.955 -0.919 0.612 -0.041 0.440 -1.63
N -1.448 1.052 -0.093 -0.034 0.280 0.023 0.26
C -1.962 -0.178 -0.456 -0.455 -0.337 0.736 0.70
C -1.810 -0.804 -1.800 -0.123 0.000 0.151 -1.42
C -2.610 -0.671 0.659 0.481 -0.062 -1.341 0.29
C -3.335 -1.968 0.804 0.105 0.487 0.393 -1.37
C -4.864 -1.855 0.731 -0.055 -0.405 -0.053 -0.28
C -5.465 -2.138 -0.650 -0.053 -0.027 0.140 -0.72
O -4.888 -3.284 -1.256 0.047 0.027 0.076 -0.54
N -2.455 0.269 1.650 0.137 0.322 0.186 0.13
C -2.983 0.137 3.006 0.061 -0.019 -0.117 -1.08
C -1.751 1.310 1.180 -0.298 -0.252 0.064 0.87
C -1.357 2.510 1.950 0.244 -0.182 0.078 -1.68
H 6.411 -0.826 1.874 -0.052 0.190 0.109 0.28
H 7.581 -1.538 0.796 0.052 -0.081 0.032 0.31
H 7.273 0.180 0.694 0.080 0.116 0.096 0.30
H 4.875 -1.571 0.250 -0.113 -0.087 0.016 0.38
H 6.124 -1.698 -0.953 0.000 -0.071 -0.058 0.32
H 5.193 0.058 -1.973 0.111 0.115 -0.145 0.35
H 5.879 1.063 -0.715 0.161 0.051 -0.024 0.45
H 3.475 0.120 0.402 0.001 0.044 0.196 0.39
H 3.780 1.724 -0.234 -0.025 0.079 0.101 0.38
H 2.056 -0.382 -1.300 -0.017 -0.150 -0.124 0.24
H 3.152 0.174 -2.534 0.131 0.111 -0.105 0.56
H 2.452 2.551 -1.846 -0.065 0.165 -0.385 0.44
H 1.204 1.587 -2.677 0.044 0.103 -0.208 0.50
H 1.016 1.065 0.139 -0.058 -0.105 0.064 0.42
H 1.130 2.789 -0.006 0.045 0.094 0.008 0.52
H -1.009 2.961 -0.752 -0.217 0.071 -0.236 0.39
H -0.774 1.684 -1.956 -0.242 0.038 -0.123 0.54
H -1.356 -0.136 -2.522 0.099 0.049 -0.045 0.37
H -2.788 -1.071 -2.194 -0.069 -0.063 -0.058 0.24
H -1.204 -1.704 -1.737 0.070 -0.075 -0.051 0.34
H -2.949 -2.647 0.051 -0.097 -0.165 -0.126 0.50
H -3.064 -2.411 1.762 0.082 -0.070 0.032 0.46
H -5.204 -0.885 1.089 -0.046 0.143 -0.024 0.30
H -5.286 -2.590 1.415 0.017 -0.082 0.044 0.36
H -6.516 -2.373 -0.503 -0.139 0.108 -0.066 0.39
H -5.417 -1.272 -1.311 0.129 0.098 -0.057 0.30
H -4.249 -3.010 -1.915 0.015 -0.055 -0.123 0.33
H -2.909 -0.903 3.302 -0.072 -0.088 0.035 0.36
H -2.392 0.722 3.699 0.061 0.080 0.012 0.51
H -4.018 0.461 3.034 -0.114 -0.003 0.060 0.34
H -1.395 3.406 1.340 -0.052 0.089 -0.055 0.39
H -0.336 2.387 2.312 0.074 0.100 0.029 0.33
H -2.001 2.638 2.812 -0.113 0.117 0.029 0.49
```
Forces are in eV/Å.

---

A cluster of 3 separate species, H4N3O3P in total, computed with ωB97M-V with the def2-TZVPD basis set.

Values from the calculation:
HOMO level = 0.0483 hartree
spin multiplicity = 1
Kohn-Sham gap = 0.20299 Ha
net charge = -2
energy above the lowest of the compared OMol25 structures with the same formula, charge and spin = 0.684 eV

XYZ file:
```
11
Properties=species:S:1:pos:R:3:forces:R:3:mulliken_charge:R:1
N 0.306 -1.320 -0.276 -0.464 0.839 -4.935 -1.47
N -2.155 -0.047 0.839 2.048 1.689 -0.428 -0.21
N -1.262 0.564 0.607 -3.454 -2.586 0.282 0.37
O 1.127 1.125 1.393 -0.087 0.611 -1.471 -0.65
O -0.686 2.817 1.467 0.483 -0.013 -1.980 -0.71
O 0.379 2.177 -0.942 -0.496 -0.149 2.084 -0.68
P 0.197 1.967 0.549 1.288 1.038 1.926 0.86
H 0.344 -2.042 -1.135 -0.720 0.665 1.680 -1.83
H 0.834 -0.535 -0.761 -0.600 -0.915 1.344 -0.11
H 0.860 -1.678 0.425 1.850 -0.766 1.909 0.05
H 0.055 -3.027 -2.166 0.152 -0.414 -0.410 2.38
```
Forces are in eV/Å.

---

A structure of composition Cl5NP2, computed with ωB97M-V with the def2-TZVPD basis set.

Values from the calculation:
HOMO level = -0.3427 hartree
spin multiplicity = 1
Kohn-Sham gap = 0.32217 Ha
energy above the lowest of the compared OMol25 structures with the same formula, charge and spin = 0.160 eV

XYZ file:
```
8
Properties=species:S:1:pos:R:3:forces:R:3:mulliken_charge:R:1
N 0.106 0.339 -0.174 -0.733 -0.283 0.916 -0.17
P 1.563 -0.448 -0.334 -0.397 0.060 0.779 0.23
P -1.149 -0.219 0.527 2.008 0.994 -0.389 0.79
Cl 1.565 -0.587 -2.327 0.038 -0.633 -1.658 -0.20
Cl 2.681 1.223 -0.259 1.084 0.864 0.427 -0.22
Cl -2.520 1.169 0.371 -0.904 -0.089 -0.219 -0.14
Cl -1.579 -1.957 -0.312 -0.953 -0.454 0.311 -0.13
Cl -1.048 -0.446 2.525 -0.144 -0.459 -0.169 -0.16
```
Forces are in eV/Å.

---

Respective max |F| values: 2.44 0.56 2.76 3.45 4.61 1.43 5.03 2.27 eV/A.